Computed, not measured: a molecular structure, C28H39N3OTaTe, with ωB97M-V/def2-TZVPD.

Last column: Löwdin charge in e.
Element x y z (Å)
Ta: -1.0896 -0.8452 0.3665  1.3003
C: 1.6496 -1.9854 -1.3924  -0.1313
N: 0.9730 -1.6645 -0.1131  -0.0987
C: 1.6799 -1.7998 0.9627  -0.0933
C: 1.1098 -1.4476 2.2135  -0.3180
C: 1.5759 -1.4478 3.5150  0.0080
C: 0.5161 -0.9763 4.3140  -0.0456
C: -0.5433 -0.7245 3.4758  -0.1383
N: -0.2094 -0.9993 2.1807  -0.1802
C: 1.9922 -0.7488 -2.1862  -0.2358
C: 1.0578 -0.1149 -2.9941  -0.0552
C: 1.3654 1.0747 -3.6352  -0.0688
C: 2.6250 1.6328 -3.4856  -0.0617
C: 3.5772 0.9915 -2.7091  -0.0623
C: 3.2614 -0.1921 -2.0640  -0.0561
H: 1.0249 -2.6779 -1.9582  0.1084
H: 2.5792 -2.5106 -1.1511  0.1232
H: 2.7031 -2.1686 0.9137  0.1505
H: 2.5507 -1.7611 3.8417  0.1174
H: 0.5198 -0.8489 5.3802  0.1076
H: -1.5352 -0.3674 3.7050  0.0973
H: 0.0823 -0.5625 -3.1451  0.0819
H: 0.6278 1.5584 -4.2581  0.1109
H: 2.8708 2.5566 -3.9890  0.1116
H: 4.5661 1.4130 -2.6098  0.1127
H: 4.0088 -0.6887 -1.4580  0.1164
C: -0.2768 4.7897 2.8144  -0.0362
C: 0.1655 3.6079 2.0067  -0.2449
C: 1.4979 3.2094 2.0142  0.0074
C: 1.9443 2.1541 1.2373  -0.2406
C: 3.3847 1.7437 1.2519  -0.0288
C: 1.0230 1.4856 0.4308  -0.0186
C: -0.3313 1.8236 0.4636  -0.3023
C: -0.7532 2.9004 1.2451  0.0158
N: -1.2526 0.9875 -0.2733  -0.1786
C: -2.2505 1.6641 -1.1938  -0.5874
C: -3.5503 2.0446 -0.4775  -0.0569
C: -1.5877 2.8958 -1.8332  -0.0228
C: -2.5897 0.6698 -2.3022  -0.0632
H: 0.4536 5.0402 3.5803  0.0802
H: -1.2327 4.6010 3.3022  0.0850
H: -0.4028 5.6654 2.1763  0.0911
H: 2.2015 3.7511 2.6324  0.1264
H: 4.0448 2.6005 1.1223  0.0893
H: 3.5970 1.0359 0.4537  0.0551
H: 3.6421 1.2726 2.2017  0.0862
H: 1.3655 0.7550 -0.2796  0.0778
H: -1.7881 3.1779 1.2861  0.1030
H: -3.3761 2.5232 0.4772  0.0642
H: -4.1824 1.1777 -0.2991  0.0201
H: -4.1023 2.7398 -1.1089  0.0976
H: -1.7157 3.7923 -1.2336  0.0852
H: -2.0482 3.0821 -2.8041  0.0929
H: -0.5216 2.7418 -1.9924  0.0781
H: -2.9968 -0.2524 -1.8848  0.0269
H: -1.7141 0.4596 -2.9102  0.0606
H: -3.3573 1.0853 -2.9538  0.1021
Te: -3.4098 -1.3892 1.1512  0.4613
C: -1.9568 -2.8329 -2.1863  -0.0855
C: -1.3765 -3.9362 -1.3399  -0.2525
O: -1.0221 -3.3921 -0.0618  -0.3653
C: -0.5007 -4.3789 0.8560  -0.2321
C: -1.2885 -4.4231 2.1462  -0.0719
H: -2.1959 -3.1821 -3.1885  0.1043
H: -1.2277 -2.0213 -2.3142  0.0382
H: -2.8685 -2.4397 -1.7427  0.0313
H: -0.4764 -4.3592 -1.8053  0.1245
H: -2.0944 -4.7497 -1.2041  0.1371
H: 0.5535 -4.1410 1.0446  0.1109
H: -0.5195 -5.3456 0.3475  0.1260
H: -1.1901 -3.4965 2.7096  0.0476
H: -0.9096 -5.2369 2.7616  0.0888
H: -2.3460 -4.5964 1.9568  0.0717

Forces on atoms 1 to 3 (eV/Å):
Ta -0.561 -0.565 -0.033
C 0.050 -0.101 0.143
N 0.676 0.083 -0.139

Computed properties:
**2S+1**: 1
**Net charge**: +1
**Calculated total energy**: -45026.9915 eV
**M**: 742.2 g/mol
**HOMO (spin up / spin down)**: -10.376 / -10.375 eV
**Orbital gap (spin up / spin down)**: 6.56 / 6.56 eV



Computed, not measured: 15 unconnected molecules or ions with the total composition C60H102F18O30, with ωB97M-V/def2-TZVPD.

Last column: Löwdin charge in e.
Element x y z (Å)
O: 4.0402 1.7994 -5.1383  0.0790
C: 3.2441 1.0177 -4.6325  -0.4774
O: 2.9122 -0.2197 -5.1336  -0.0557
C: 3.4770 -0.6633 -6.4014  -0.2026
C: 4.5307 -1.6888 -6.1344  -0.0550
C: 2.5646 1.2893 -3.3099  0.0489
H: 3.7619 0.1459 -7.0144  0.1063
H: 2.5821 -1.0940 -6.8211  0.1192
H: 4.0839 -2.5608 -5.6285  0.0766
H: 5.4072 -1.3651 -5.6467  0.0645
H: 4.8143 -2.0938 -7.1172  0.0881
H: 3.3076 1.7119 -2.6842  0.0535
H: 2.1153 0.3897 -2.8547  0.0932
H: 1.8200 2.0089 -3.5703  0.0667
O: -5.0764 -0.9737 -2.7297  0.0976
C: -5.4147 -1.0082 -1.5835  -0.5843
O: -5.7207 0.1223 -0.9244  -0.0209
C: -5.5944 1.3450 -1.7192  -0.1873
C: -5.7856 2.4991 -0.6996  -0.0501
C: -5.6202 -2.2267 -0.8179  0.0249
H: -6.2860 1.3139 -2.5882  0.1402
H: -4.5786 1.3438 -1.9796  0.0889
H: -5.2291 2.4011 0.2794  0.0748
H: -6.8879 2.4831 -0.5693  0.0815
H: -5.4264 3.4133 -1.1963  0.0791
H: -5.5598 -2.1623 0.2590  0.0855
H: -4.9790 -2.9804 -1.2833  0.0789
H: -6.6578 -2.6394 -0.9927  0.1214
O: 0.4175 1.1662 -7.6693  0.0675
C: 0.2538 2.1743 -6.9743  -0.5120
O: -0.4212 2.0923 -5.8235  -0.0635
C: -1.3174 0.9867 -5.6578  -0.1971
C: -2.0785 1.3425 -4.3795  -0.0412
C: 0.8617 3.5487 -7.1363  0.0270
H: -0.7166 0.0812 -5.7749  0.1164
H: -1.9626 1.0975 -6.4711  0.1021
H: -2.5601 0.4275 -3.9479  0.0803
H: -2.8948 2.0301 -4.6400  0.0785
H: -1.3902 1.8530 -3.6889  0.0724
H: 1.4362 3.6869 -8.1141  0.1187
H: 1.4635 3.7061 -6.2371  0.0651
H: 0.0810 4.2877 -7.0823  0.0807
O: -3.7560 -2.8381 8.1162  0.0798
C: -4.7828 -2.7354 7.4826  -0.5520
O: -4.8190 -2.8261 6.1573  -0.0077
C: -3.5433 -3.0285 5.4284  -0.1724
C: -3.8577 -2.8781 3.9709  -0.0581
C: -6.1931 -2.6001 8.0634  0.0151
H: -3.2502 -4.0365 5.5738  0.1139
H: -2.7760 -2.3177 5.7406  0.1138
H: -4.6564 -3.5351 3.6149  0.0880
H: -3.0337 -3.2325 3.3611  0.0644
H: -4.1100 -1.8742 3.7178  0.0528
H: -6.4720 -3.5386 8.5909  0.0902
H: -6.9488 -2.4840 7.2325  0.0965
H: -6.2014 -1.7751 8.8228  0.0925
O: 1.0136 3.8166 -0.1651  0.0904
C: 1.3968 4.7614 0.4826  -0.5266
O: 0.7353 5.2981 1.5286  -0.0315
C: -0.6120 4.8239 1.7581  -0.2334
C: -1.1466 5.2348 3.0921  -0.0780
C: 2.6186 5.6460 0.2783  0.0269
H: -0.6535 3.7315 1.6275  0.1219
H: -1.2055 5.3469 0.9765  0.1393
H: -0.6334 6.2118 3.1882  0.0839
H: -0.8459 4.5787 4.0308  0.1124
H: -2.2505 5.2297 3.1668  0.0602
H: 2.2113 6.5183 -0.2493  0.0953
H: 3.4334 5.1716 -0.3443  0.0795
H: 2.8934 6.0364 1.2421  0.0834
O: -0.6642 -1.8116 -3.5133  0.0758
C: -0.1320 -2.7677 -4.0457  -0.5347
O: -0.7307 -3.6344 -4.8384  -0.0220
C: -2.0680 -3.3383 -5.2477  -0.2300
C: -2.3083 -4.2204 -6.4111  -0.0805
C: 1.3836 -2.9923 -3.9633  0.0352
H: -2.0304 -2.2770 -5.6134  0.1305
H: -2.8108 -3.4169 -4.3708  0.1530
H: -2.2754 -5.3004 -6.1214  0.0959
H: -1.5876 -4.0948 -7.2008  0.0774
H: -3.3086 -3.9919 -6.7670  0.0810
H: 1.7079 -3.6703 -4.7708  0.0877
H: 1.4663 -3.5340 -3.0368  0.0560
H: 2.0031 -2.1062 -4.1129  0.0589
O: 2.1601 -3.7460 -0.5349  0.0852
C: 3.2339 -3.7215 -0.0138  -0.5623
O: 4.1697 -2.7934 -0.2109  0.0004
C: 3.8339 -1.6756 -1.0542  -0.2177
C: 5.0889 -0.9596 -1.3270  -0.0641
C: 3.5223 -4.6831 1.1163  0.0338
H: 3.0711 -1.1338 -0.5019  0.1057
H: 3.3859 -2.0658 -2.0016  0.1232
H: 4.8262 -0.0416 -1.8870  0.0722
H: 5.7707 -1.4957 -2.0262  0.0986
H: 5.6600 -0.6328 -0.4541  0.0693
H: 2.7321 -4.5048 1.8315  0.0704
H: 4.5779 -4.4352 1.3707  0.0944
H: 3.4678 -5.7721 0.7899  0.1032
O: 3.9027 6.2303 -3.1197  0.0812
C: 3.4725 5.8810 -4.2002  -0.5381
O: 2.2053 5.4907 -4.3486  -0.0207
C: 1.5277 5.1680 -3.0803  -0.1638
C: 0.1542 4.4985 -3.4269  -0.0180
C: 4.2324 5.6709 -5.4564  0.0307
H: 1.5114 6.0757 -2.4832  0.1085
H: 2.1838 4.4954 -2.5518  0.0964
H: -0.5083 5.1561 -3.8043  0.0343
H: -0.1726 4.1773 -2.4284  0.0790
H: 0.3870 3.7510 -4.1806  0.0461
H: 3.5730 5.5876 -6.3619  0.1006
H: 4.7327 4.7565 -5.4496  0.0620
H: 4.8795 6.5670 -5.6180  0.1062
O: 2.1830 -0.3846 1.6157  0.0688
C: 0.9874 -0.6666 1.5368  -0.5059
O: 0.2695 -1.4420 2.4165  -0.0262
C: 1.1098 -1.9496 3.5289  -0.2054
C: 0.4374 -3.1699 4.0278  -0.0655
C: 0.0953 -0.4205 0.3882  0.0188
H: 1.0372 -1.1308 4.2428  0.1042
H: 2.1539 -2.0927 3.3017  0.1167
H: -0.6530 -3.1231 4.2337  0.0748
H: 0.9093 -3.3007 5.0228  0.0975
H: 0.6431 -4.0017 3.3842  0.0606
H: -0.0163 -1.3855 -0.1727  0.0756
H: 0.4992 0.4032 -0.3156  0.1227
H: -0.9468 -0.2750 0.6733  0.0786
C: -2.2103 0.0303 11.2135  -0.0461
C: -2.8411 0.1343 9.8062  -0.1780
O: -1.7384 0.1476 8.8771  0.0355
C: -1.9758 0.5189 7.6292  -0.4303
O: -3.0279 0.7317 7.1850  0.1906
C: -0.6847 0.5857 6.7659  -0.4949
F: 0.4220 0.6212 7.4468  0.2091
F: -0.6414 -0.4591 5.9155  0.1533
F: -0.8054 1.7629 6.0183  0.1042
H: -1.6461 -0.8588 11.2568  0.0576
H: -2.9159 -0.2599 12.0084  0.0862
H: -1.6110 0.9117 11.4111  0.0781
H: -3.5430 0.9681 9.6330  0.1332
H: -3.3925 -0.7637 9.6280  0.0939
C: 0.6727 -6.4871 -2.8840  -0.0562
C: 0.2643 -7.8643 -2.5163  -0.2018
O: -0.4119 -7.9791 -1.2657  0.0287
C: 0.2663 -7.9091 -0.1285  -0.3526
O: 1.4685 -7.6777 -0.0316  0.1414
C: -0.7260 -7.9849 1.0316  -0.5319
F: -1.7169 -8.8855 0.7963  0.1635
F: -0.0194 -8.1137 2.1241  0.1973
F: -1.3304 -6.7939 1.2008  0.1488
H: 1.5321 -6.1248 -2.2957  0.0835
H: -0.1366 -5.8127 -2.5969  0.0617
H: 0.9828 -6.4572 -3.9169  0.0894
H: 1.1500 -8.5299 -2.4914  0.1405
H: -0.4188 -8.2416 -3.2351  0.1178
C: -1.4542 -3.7577 0.3467  -0.0148
C: -2.0902 -4.3359 -0.9728  -0.0874
O: -3.2600 -5.1146 -0.4208  -0.0080
C: -3.6418 -6.2073 -1.0953  -0.4154
O: -3.2503 -6.6435 -2.1258  0.1741
C: -4.8159 -6.8568 -0.3180  -0.5755
F: -4.6865 -6.7108 1.0042  0.1633
F: -5.9182 -6.2319 -0.7387  0.1715
F: -4.8444 -8.1470 -0.5550  0.1915
H: -1.1720 -4.5487 1.0121  0.0589
H: -2.1354 -3.0892 0.8193  0.0643
H: -0.6441 -3.1248 0.0303  0.0378
H: -1.4751 -5.0503 -1.5481  0.0905
H: -2.4597 -3.5821 -1.6546  0.1079
C: 5.4910 1.9314 1.3486  -0.0464
C: 4.3195 2.8112 1.0798  -0.1888
O: 3.3179 2.4506 2.1331  -0.0036
C: 3.2763 3.2242 3.2537  -0.3922
O: 3.8293 4.2341 3.5091  0.1852
C: 2.4017 2.4904 4.3020  -0.4909
F: 2.9770 1.4122 4.8937  0.1493
F: 2.0776 3.3438 5.2925  0.1435
F: 1.2252 2.0987 3.7493  0.1358
H: 5.2365 0.8785 0.9833  0.0913
H: 5.7086 1.9648 2.4504  0.1048
H: 6.3949 2.3155 0.8288  0.0812
H: 3.7848 2.5957 0.1110  0.1335
H: 4.5318 3.8563 1.0959  0.0810
C: -6.1150 4.7953 4.8694  -0.0379
C: -6.3886 4.0156 3.5287  -0.1119
O: -5.5596 2.7752 3.6245  0.0110
C: -4.4504 2.8188 2.9213  -0.4205
O: -4.0133 3.6745 2.2415  0.1462
C: -3.8202 1.3263 3.1152  -0.5818
F: -4.7435 0.4435 2.7090  0.1483
F: -2.7257 1.1436 2.4059  0.1808
F: -3.6020 1.0981 4.3665  0.2035
H: -6.7926 4.3636 5.5956  0.0664
H: -6.5237 5.8170 4.7523  0.0815
H: -5.0855 4.7830 5.2075  0.0778
H: -6.0040 4.5043 2.6382  0.1073
H: -7.4003 3.6666 3.4421  0.1162
C: 6.6437 6.8378 -1.6735  -0.0469
C: 6.3630 5.5022 -0.9208  -0.2022
O: 7.1699 4.4756 -1.4785  0.0261
C: 6.6876 3.3197 -1.9086  -0.3618
O: 5.5584 2.9382 -1.9589  0.1484
C: 7.9031 2.5169 -2.6463  -0.5543
F: 9.0076 2.5538 -1.8898  0.1568
F: 7.5707 1.2945 -2.8399  0.2085
F: 8.1794 3.0675 -3.8549  0.1487
H: 6.0238 7.6061 -1.2320  0.0754
H: 6.4077 6.6765 -2.7346  0.0720
H: 7.6801 7.1070 -1.4829  0.0740
H: 5.3175 5.2546 -1.0929  0.0734
H: 6.5154 5.6643 0.1825  0.1433

Forces on atoms 1 to 3 (eV/Å):
O -1.295 -1.270 0.221
C 1.175 -0.416 -0.373
O 0.527 1.729 0.456

Computed properties:
**2S+1**: 1
**Net charge**: 0
**Energy above the lowest of the compared OMol25 structures with the same formula, charge and spin**: 258.8 kJ/mol
**Calculated total energy**: -174215.3655 eV
**M**: 1645.4 g/mol
**HOMO**: -10.077 eV
**Orbital gap**: 10.65 eV



Computed, not measured: C6H15N in the gas phase, with ωB97M-V/def2-TZVPD.

Last column: Löwdin charge in e.
Element x y z (Å)
C: 0.9385 0.6204 0.1741  -0.1439
C: 0.4073 0.3678 -1.2650  -0.4396
C: 0.3123 1.7011 -2.0532  -0.0881
C: -0.9974 -0.2063 -1.3185  -0.1053
C: 1.1342 -0.7340 1.0216  -0.2310
N: 0.2912 -1.0582 2.2045  -0.1449
C: -1.2072 -1.1804 1.9985  -0.1018
H: 0.1792 1.1933 0.7156  0.1021
H: 1.9331 1.0823 0.2640  0.1047
H: 1.0741 -0.2576 -1.8598  0.1280
H: -0.1788 1.4799 -2.9942  0.0672
H: 1.1936 2.2605 -2.2448  0.0567
H: -0.3349 2.2987 -1.3577  0.0920
H: -1.8334 0.3994 -0.9349  0.0915
H: -1.1364 -1.1990 -0.9247  0.0469
H: -1.1962 -0.4237 -2.4015  0.0899
H: 1.2844 -1.5821 0.3486  0.1019
H: 2.0834 -0.7090 1.6190  0.1062
H: 0.5104 -0.3498 2.8965  0.0845
H: -1.3355 -1.8176 1.1471  0.0566
H: -1.6476 -0.1953 2.0489  0.0633
H: -1.4744 -1.6904 2.9160  0.0629

Forces on atoms 1 to 3 (eV/Å):
C -0.175 -2.188 0.773
C 0.635 1.323 0.094
C -1.557 -0.386 1.677

Computed properties:
**2S+1**: 1
**Net charge**: 0
**Energy above the lowest of the compared OMol25 structures with the same formula, charge and spin**: 153.3 kJ/mol
**SMILES string**: CNCCC(C)C
**Calculated total energy**: -7954.1774 eV
**M**: 101.2 g/mol
**HOMO**: -8.522 eV
**Orbital gap**: 9.64 eV



Computed, not measured: C6H15NS in the gas phase, with ωB97M-V/def2-TZVPD.

Last column: Löwdin charge in e.
Element x y z (Å)
C: 1.5400 0.6015 0.3427  -0.2518
N: 0.1127 0.4882 0.0195  -0.0923
C: -0.5117 -0.6281 0.7493  -0.2991
C: -2.0298 -0.4784 0.5948  -0.5641
S: -2.9817 -1.1859 1.9854  0.6770
C: 2.4243 1.3741 -0.6551  -0.1868
C: 2.4802 0.0222 -2.8481  -0.1029
C: 1.9818 1.2749 -2.1104  -0.2591
H: 1.5583 1.0984 1.3241  0.1109
H: 1.9766 -0.3777 0.6025  0.1052
H: -0.0177 0.4480 -0.9786  0.0797
H: -0.1778 -1.5581 0.2786  0.1150
H: -0.2521 -0.4971 1.7948  0.1039
H: -2.2047 0.5870 0.7445  0.0598
H: -2.4344 -0.7961 -0.3586  0.0654
H: -2.5610 -2.4478 1.8217  -0.1556
H: 3.4027 0.9413 -0.4597  0.1092
H: 2.4149 2.4193 -0.3499  0.1042
H: 1.9359 -0.0150 -3.7980  0.0716
H: 3.5051 0.0884 -3.0835  0.0517
H: 2.2898 -0.9405 -2.3736  0.0713
H: 2.4988 2.0800 -2.5991  0.0955
H: 0.9223 1.4137 -2.2778  0.0913

Forces on atoms 1 to 3 (eV/Å):
C -0.465 -0.101 0.970
N 0.631 0.274 0.323
C -0.564 0.900 -1.627

Computed properties:
**2S+1**: 1
**Net charge**: 0
**Energy above the lowest of the compared OMol25 structures with the same formula, charge and spin**: 64.1 kJ/mol
**SMILES string**: CCCCNCCS
**Calculated total energy**: -18789.9254 eV
**M**: 133.3 g/mol
**HOMO**: -8.678 eV
**Orbital gap**: 9.64 eV